No. 1
{"formula": "C6H5NOS", "method": "ωB97M-V/def2-TZVPD", "lumo_ev": -0.3, "fmax_ev_per_a": 7.05, "gap_ev": 8.3, "de_lowest_ev": 3.298, "homo_ev": -8.62, "elements": ["C", "C", "C", "C", "C", "C", "N", "O", "S", "H", "H", "H", "H", "H"], "coordinates": [[1.97173, -0.71177, 0.15218], [1.71778, 0.57892, 0.48558], [0.70480, -1.44679, -0.27414], [-0.53537, 1.46707, 0.94664], [0.41332, 0.68579, 0.44459], [-0.21172, -0.52082, -0.13533], [-2.29786, -0.01765, -1.63747], [-1.85995, 0.99134, 0.75220], [-1.99510, -0.51949, -0.17369], [2.85682, -1.24594, -0.01067], [2.42394, 1.18603, 0.94586], [0.40371, -2.32425, -0.74806], [-0.57019, 2.53454, 1.25128], [-3.02194, -0.65698, -1.99897]], "nbo_charge": [-0.175, -0.240, -0.219, 0.276, -0.208, -0.252, -1.031, -0.681, 1.286, 0.206, 0.231, 0.226, 0.220, 0.360]}

---

No. 2
{"formula": "C6H5NS", "method": "ωB97M-V/def2-TZVPD", "lumo_ev": [-0.9, -0.9], "fmax_ev_per_a": 3.98, "gap_ev": [7.5, 7.5], "de_lowest_ev": 4.138, "homo_ev": [-8.40, -8.39], "elements": ["C", "C", "C", "C", "C", "C", "N", "S", "H", "H", "H", "H", "H"], "coordinates": [[0.99143, 1.10393, 0.63059], [0.70513, 1.98667, 1.64915], [-0.20231, 0.33588, 0.25488], [-1.33493, 0.71945, 0.88995], [-2.54499, -1.27470, -0.35671], [-0.22086, -0.91215, -0.60405], [-1.48320, -1.48362, -0.88174], [-0.95867, 1.93724, 2.10269], [1.86710, 0.88386, 0.12320], [1.48185, 2.53879, 2.07750], [-3.44917, -1.76959, -0.37700], [0.19789, -0.88406, -1.64543], [0.34819, -1.80125, 0.03704]], "nbo_charge": [-0.248, -0.422, -0.263, -0.326, 0.326, -0.245, -0.325, 0.394, 0.212, 0.228, 0.207, 0.230, 0.232]}

---

No. 3
{"formula": "C6H5NS", "method": "ωB97M-V/def2-TZVPD", "lumo_ev": -0.5, "fmax_ev_per_a": 3.21, "gap_ev": 8.0, "de_lowest_ev": 4.108, "homo_ev": -8.51, "elements": ["C", "C", "C", "C", "C", "C", "N", "S", "H", "H", "H", "H", "H"], "coordinates": [[0.51789, -0.73425, 0.03231], [-0.36608, -0.11788, 1.01793], [0.69126, -1.71015, 0.98083], [0.50203, -0.05757, -1.33214], [-1.01894, 1.05194, 0.27751], [-0.31337, 1.13970, -1.03651], [1.16487, -2.42675, 1.84193], [1.38007, -0.43576, -2.61237], [-2.01088, 0.64195, 0.09199], [-0.82601, 1.97360, 0.89858], [0.43103, 1.94434, -0.87164], [-0.82705, 1.46317, -1.93382], [0.67518, -2.73234, 2.64539]], "nbo_charge": [-0.379, 0.029, 0.578, -0.086, -0.499, -0.508, -0.623, 0.075, 0.251, 0.252, 0.247, 0.252, 0.412]}

---

No. 4
{"formula": "C6H5O3P", "method": "ωB97M-V/def2-TZVPD", "lumo_ev": -0.3, "fmax_ev_per_a": 3.18, "gap_ev": 8.8, "de_lowest_ev": 1.789, "homo_ev": -9.11, "elements": ["O", "C", "C", "C", "C", "C", "C", "P", "O", "O", "H", "H", "H", "H", "H"], "coordinates": [[0.73254, 2.14684, 0.06278], [-0.00151, 0.96219, 0.05954], [-1.40030, 0.93270, 0.04728], [-2.08995, -0.26480, 0.14543], [-1.49000, -1.43716, -0.19261], [-0.09185, -1.44017, -0.34683], [0.69956, -0.25891, -0.11232], [2.49696, -0.76377, -0.18644], [3.23933, 0.68554, -0.34016], [3.02327, 0.21969, 0.99262], [1.62666, 2.14704, 0.45403], [-1.74303, 1.96875, 0.09676], [-3.09640, -0.09594, 0.24384], [-2.14697, -2.38530, -0.29336], [0.24171, -2.41671, -0.63056]], "nbo_charge": [-0.701, 0.340, -0.265, -0.175, -0.242, -0.199, -0.473, 1.341, -0.513, -0.521, 0.514, 0.234, 0.215, 0.224, 0.220]}

---

No. 5
{"formula": "C6H5O3S", "method": "ωB97M-V/def2-TZVPD", "lumo_ev": 3.4, "fmax_ev_per_a": 6.23, "gap_ev": 6.0, "de_lowest_ev": 2.264, "charge": -1, "homo_ev": -2.64, "elements": ["C", "C", "C", "O", "O", "C", "C", "C", "O", "S", "H", "H", "H", "H", "H"], "coordinates": [[-0.24570, -1.78721, 0.24944], [0.31218, -0.41418, 0.38722], [0.67543, 0.22576, 1.56426], [0.53965, -0.09604, 2.74400], [1.27877, 1.55174, 1.27092], [0.92340, 1.95700, 0.02879], [-0.58825, 2.36972, -0.03859], [-1.47830, 1.49225, 0.12039], [-2.33319, 0.65729, 0.12460], [1.19199, 0.44455, -0.98453], [-1.42112, -1.94932, 0.15996], [-0.02028, -2.49817, 1.11063], [0.07040, -2.26008, -0.62032], [1.60106, 2.88727, -0.38273], [-0.90599, 3.37013, -0.24979]], "nbo_charge": [-0.615, -0.468, 0.657, -0.704, -0.573, 0.019, -0.613, 0.713, -0.533, 0.096, 0.183, 0.208, 0.197, 0.194, 0.240]}

---

No. 6
{"formula": "C6H5O5S", "method": "ωB97M-V/def2-TZVPD", "lumo_ev": 3.5, "fmax_ev_per_a": 5.10, "gap_ev": 7.0, "de_lowest_ev": 2.538, "charge": -1, "homo_ev": -3.44, "elements": ["O", "C", "C", "C", "C", "C", "C", "O", "S", "O", "O", "O", "H", "H", "H", "H", "H"], "coordinates": [[0.58045, 2.36250, 0.35139], [0.20064, 1.19330, 0.27821], [-0.52637, 0.35415, 1.23557], [0.39732, -0.78966, 1.28404], [-0.17743, -1.71414, 0.44814], [-1.33883, -1.22287, -0.08140], [-1.81194, -0.09285, 0.59635], [-2.90220, 0.48195, 0.53220], [1.06277, 0.31372, -1.16801], [2.45743, -0.09070, -0.94494], [0.38921, -0.61425, -2.04389], [1.12178, 1.68533, -2.07644], [-0.65625, 1.12269, 2.12001], [1.46360, -0.79367, 1.59256], [0.27806, -2.65882, 0.01465], [-2.06860, -1.89285, -0.66653], [1.53038, 2.35618, -1.47191]], "nbo_charge": [-0.607, 0.412, -0.453, -0.376, -0.165, -0.412, 0.470, -0.665, 2.180, -0.960, -0.930, -0.892, 0.247, 0.234, 0.220, 0.199, 0.499]}

---

No. 7
{"formula": "C6H5O6Ru", "method": "ωB97M-V/def2-TZVPD", "lumo_ev": [-13.1, -18.9], "fmax_ev_per_a": 9.93, "gap_ev": [8.8, 5.7], "charge": 3, "homo_ev": [-21.89, -24.60], "s2": 6.023, "spin_multiplicity": 5, "elements": ["O", "C", "Ru", "O", "C", "C", "O", "C", "O", "C", "O", "H", "C", "O", "H", "H", "H", "H"], "coordinates": [[0.92905, 1.02073, -4.27893], [0.70758, 0.34293, -3.37561], [-0.32556, -0.56653, -0.47390], [-1.47175, 1.74160, -2.22219], [-1.01516, 0.90863, -1.56707], [-1.76136, -0.65600, 0.82102], [-2.63046, -0.67769, 1.58772], [1.04405, -1.77609, 0.34834], [1.44820, -2.54453, 1.13052], [-1.04798, -1.94329, -1.51572], [-1.52257, -2.83205, -2.08881], [1.36552, -0.80795, -0.94311], [0.57250, 1.24988, 2.46022], [0.64599, 1.10271, 1.03218], [-0.44359, 1.55444, 2.71841], [1.29221, 2.01339, 2.76326], [0.79800, 0.28301, 2.91513], [1.41534, 1.58681, 0.68853]], "nbo_charge": [-0.301, 0.521, 0.333, -0.208, 0.486, 0.508, -0.194, 0.498, -0.195, 0.492, -0.168, 0.236, -0.299, -0.273, 0.349, 0.293, 0.357, 0.565]}

---

No. 8
{"formula": "C6H6", "method": "ωB97M-V/def2-TZVPD", "lumo_ev": 1.0, "fmax_ev_per_a": 0.74, "gap_ev": 10.4, "de_lowest_ev": 4.818, "homo_ev": -9.36, "elements": ["C", "C", "C", "C", "C", "C", "H", "H", "H", "H", "H", "H"], "coordinates": [[2.42705, -0.98158, 1.30837], [1.67028, -0.60633, 0.45137], [0.74120, -0.22052, -0.61227], [-0.46020, 0.51796, -0.19732], [-1.26344, 1.27510, 0.46534], [-1.87531, 0.27137, -0.53280], [3.09827, -1.33968, 2.05794], [0.27651, -1.09569, -1.08020], [1.25221, 0.32929, -1.40952], [-1.34419, 1.99067, 1.27913], [-2.28430, -0.69478, -0.20172], [-2.23808, 0.55418, -1.52832]], "nbo_charge": [-0.227, -0.003, -0.525, 0.034, -0.172, -0.433, 0.237, 0.251, 0.260, 0.229, 0.171, 0.176]}

---

No. 9
{"formula": "C6H6", "method": "ωB97M-V/def2-TZVPD", "lumo_ev": -1.5, "fmax_ev_per_a": 6.62, "gap_ev": 7.8, "de_lowest_ev": 8.938, "homo_ev": -9.30, "elements": ["C", "C", "C", "C", "C", "C", "H", "H", "H", "H", "H", "H"], "coordinates": [[2.56183, -0.51173, 0.04191], [3.62836, -1.16756, -0.12152], [-1.07709, -1.91857, -0.43502], [-0.33373, -0.86588, 0.13094], [1.50385, 0.11562, 0.39000], [1.24222, 1.55720, 0.32580], [-0.50971, -2.65619, -1.03342], [-2.03051, -1.89896, -0.00406], [-0.92392, -0.10186, 0.60723], [0.58166, 1.96623, 1.04285], [0.68999, 1.64954, -0.74059], [2.26463, 2.14877, 0.39093]], "nbo_charge": [-0.527, 0.173, -0.447, -0.158, 0.294, -0.705, 0.228, 0.228, 0.148, 0.241, 0.274, 0.252]}

---

No. 10
{"formula": "C6H6", "method": "ωB97M-V/def2-TZVPD", "lumo_ev": 1.0, "fmax_ev_per_a": 3.50, "gap_ev": 10.0, "de_lowest_ev": 1.152, "homo_ev": -8.92, "elements": ["C", "C", "C", "C", "C", "C", "H", "H", "H", "H", "H", "H"], "coordinates": [[0.50088, 0.67544, 1.09426], [1.01793, -0.56305, 0.75498], [0.41200, -1.29467, -0.29034], [-0.66598, -0.73578, -0.94633], [-1.14068, 0.53764, -0.56903], [-0.27808, 1.35914, 0.15432], [0.89776, 1.11581, 1.99956], [1.87483, -0.96526, 1.27770], [0.70906, -2.32750, -0.39326], [-1.14420, -1.24475, -1.77287], [-1.81079, 1.02234, -1.27357], [-0.37272, 2.42063, -0.03541]], "nbo_charge": [-0.218, -0.204, -0.240, -0.209, -0.220, -0.183, 0.210, 0.214, 0.215, 0.212, 0.204, 0.218]}

---

No. 11
{"formula": "C6H6", "method": "ωB97M-V/def2-TZVPD", "lumo_ev": [-0.9, -1.1], "fmax_ev_per_a": 1.15, "gap_ev": [6.5, 6.9], "de_lowest_ev": 5.860, "homo_ev": [-7.49, -8.00], "elements": ["C", "C", "C", "C", "C", "C", "H", "H", "H", "H", "H", "H"], "coordinates": [[1.85657, 0.04033, 0.57150], [0.67710, 0.82453, 1.00985], [-0.62003, 0.60299, 0.70649], [-1.27682, -0.14030, -0.28030], [-1.80435, -0.63298, -1.32510], [-2.52029, -1.26987, -2.20466], [2.38300, -0.32098, 1.46581], [1.54184, -0.82487, -0.01415], [2.56225, 0.64905, 0.00055], [0.83722, 1.57591, 1.78552], [-1.19937, 0.95433, 1.55209], [-2.43712, -1.45812, -3.26760]], "nbo_charge": [-0.667, -0.070, -0.333, 0.078, -0.175, -0.147, 0.230, 0.224, 0.229, 0.195, 0.237, 0.200]}

---

No. 12
{"formula": "C6H6", "method": "ωB97M-V/def2-TZVPD", "lumo_ev": 0.7, "fmax_ev_per_a": 0.66, "gap_ev": 11.2, "de_lowest_ev": 5.787, "homo_ev": -10.50, "elements": ["C", "C", "C", "C", "C", "C", "H", "H", "H", "H", "H", "H"], "coordinates": [[-0.19212, -0.76373, -1.35844], [0.43332, 0.19215, -0.33025], [-0.54828, 1.08794, 0.30660], [-1.30176, 1.70899, 1.01003], [1.06778, -0.55994, 0.78892], [1.66074, -1.26308, 1.65645], [-0.93353, -1.40580, -0.87635], [-0.67667, -0.19748, -2.15860], [0.58495, -1.39856, -1.79437], [1.21330, 0.78922, -0.82001], [-1.95600, 2.24495, 1.66160], [0.64826, -0.43467, 1.91442]], "nbo_charge": [-0.576, -0.346, 0.000, -0.221, -0.315, -0.056, 0.223, 0.221, 0.221, 0.259, 0.245, 0.343]}